[1]
Density functional theory data (ωB97M-V with the def2-TZVPD basis set) for a molecular structure, C30H50CoP4Se in a non-equilibrium geometry.

Last column: Mulliken spin population.
Atoms and positions in Å:
Co  0.080270  -0.450660  -0.448594  2.378
P  -1.241165  -1.963393  0.103273  0.039
P  1.355663  -0.386941  1.147196  0.002
P  1.239695  -1.203515  -1.944800  0.028
H  -3.359616  3.306707  -5.882296  0.000
C  -3.537141  2.300151  -6.310139  0.000
C  -3.801010  1.227033  -5.508645  0.000
H  -3.881596  1.258872  -4.413646  0.000
C  -2.743155  -1.325535  0.949072  0.047
C  -0.859936  -3.475628  1.102602  0.015
C  -2.111578  -2.679860  -1.352310  0.014
C  2.629401  0.940601  1.234110  0.038
C  0.524152  -0.095495  2.745355  0.080
C  2.468193  -1.807006  1.503925  0.017
C  0.610260  -1.168441  -3.640494  0.037
C  1.778231  -2.936862  -1.742003  0.011
C  2.789477  -0.257018  -2.130131  0.047
H  -3.504801  2.286840  -7.435599  0.000
H  -4.010585  0.258547  -5.974724  0.000
H  -3.201770  -0.567289  0.302998  -0.003
H  -2.510673  -0.902437  1.931937  -0.003
H  -3.470180  -2.141475  1.064334  0.009
H  -0.534615  -3.196294  2.118678  -0.005
H  -0.058291  -4.078503  0.642538  0.001
H  -1.768568  -4.100083  1.190503  0.003
H  -2.521508  -1.844671  -1.939070  -0.007
H  -2.950898  -3.297895  -0.997151  0.007
H  -1.441379  -3.278086  -1.981567  0.004
H  3.456065  0.547735  1.842336  -0.002
H  2.221404  1.836345  1.725499  0.001
H  3.040133  1.192905  0.246506  -0.001
H  1.150584  -0.500881  3.548473  0.001
H  -0.463351  -0.573384  2.813328  -0.008
H  0.427091  0.989170  2.895612  -0.009
H  3.013425  -1.536698  2.421103  0.005
H  3.214917  -1.946882  0.706378  0.000
H  1.920800  -2.738690  1.706151  0.000
H  1.379404  -1.640105  -4.269970  0.013
H  0.433139  -0.124599  -3.930346  -0.021
H  -0.335338  -1.722125  -3.692811  -0.002
H  2.423527  -3.157442  -2.599232  0.005
H  0.915751  -3.612696  -1.745929  -0.002
H  2.330890  -3.084053  -0.810044  0.000
H  3.265911  -0.618109  -3.049986  0.007
H  3.456693  -0.438896  -1.276716  -0.002
H  2.571100  0.818885  -2.193994  -0.002
C  0.372311  2.559854  -2.463922  0.094
C  -0.817827  2.216216  -3.091618  0.011
C  -0.917437  2.375230  -4.458283  -0.004
C  0.119962  2.937160  -5.210546  0.009
C  1.309146  3.314206  -4.579578  0.006
C  1.441466  3.118414  -3.188464  0.010
Se  0.148254  2.075210  -0.540369  0.273
H  -0.902500  0.943922  -0.908246  0.111
H  -1.658753  1.779799  -2.542421  -0.034
H  -1.842877  2.107524  -4.915110  0.001
H  -0.035291  3.090107  -6.279842  0.000
H  2.107384  3.752049  -5.181540  0.001
H  2.359428  3.391482  -2.672339  0.005
C  -2.825064  3.495088  0.205149  0.055
P  -1.771516  2.580172  1.396881  0.296
C  -0.917502  3.896119  2.349648  0.081
C  0.396909  4.288720  2.019836  0.006
C  1.050201  5.305575  2.709502  -0.002
C  0.395162  5.966429  3.744238  0.021
C  -0.909998  5.606658  4.073779  0.000
C  -1.564644  4.574730  3.396413  0.028
C  -2.906755  1.896903  2.631915  0.134
C  -4.262358  1.651862  2.336892  0.045
C  -5.093380  1.075441  3.300395  -0.015
C  -4.590351  0.715295  4.554731  0.091
C  -3.234503  0.922648  4.847437  -0.022
C  -2.415022  1.534591  3.903893  0.048
H  -2.179196  4.034056  -0.501796  -0.004
H  -3.441465  4.193792  0.782676  0.010
H  -3.450738  2.780557  -0.349564  0.000
H  0.871590  3.767907  1.187477  -0.002
H  2.066653  5.598327  2.431681  0.000
H  0.909648  6.770151  4.270175  0.001
H  -1.401661  6.127147  4.888060  0.002
H  -2.562822  4.286272  3.728260  0.005
H  -4.661888  1.923478  1.364730  0.000
H  -6.151237  0.907441  3.073349  0.001
H  -5.260008  0.270796  5.297477  0.001
H  -2.846407  0.606810  5.817190  0.000
H  -1.379736  1.732815  4.180644  -0.003

Atomic forces in eV per Å
-1.379 2.332 -0.072
-3.919 -3.188 0.627
3.493 0.474 3.848
2.697 -1.155 -3.437
-0.163 -0.690 -0.207
-0.472 -0.591 0.514
-0.037 1.005 -1.781
0.100 0.276 -0.500
0.112 0.102 0.123
0.555 0.199 0.103
0.165 0.170 -0.078
0.283 -0.001 -0.121
-0.290 -0.169 0.240
-0.120 -0.261 0.158
-0.328 -0.033 0.096
-0.115 0.115 0.182
0.090 -0.158 0.246
-0.124 -0.389 1.407
0.083 0.313 0.239
0.082 -0.013 0.225
-0.159 0.016 -0.178
0.264 0.137 0.026
-0.129 -0.082 -0.344
-0.340 0.246 0.129
0.347 0.426 -0.178
0.097 -0.292 0.021
0.350 0.120 -0.147
-0.233 0.107 0.111
-0.220 0.250 -0.079
0.156 -0.260 -0.280
-0.201 0.023 0.339
-0.073 0.141 -0.086
0.275 0.191 -0.006
-0.086 -0.317 -0.040
-0.176 -0.124 -0.263
-0.348 0.019 0.281
0.210 0.215 -0.234
-0.370 0.188 -0.012
0.088 -0.274 -0.090
0.239 0.086 -0.209
-0.068 -0.126 0.178
0.177 0.095 -0.108
-0.066 -0.019 -0.267
0.076 0.252 0.191
-0.086 0.037 -0.291
0.111 -0.390 -0.141
-0.618 -0.253 -0.182
-0.010 -0.136 -0.533
0.430 0.496 -0.015
-0.068 -0.057 0.376
-0.492 -0.265 0.299
-0.013 -0.178 0.575
0.490 -0.207 -1.283
0.174 0.994 0.066
0.223 0.296 -0.314
-0.084 -0.158 -0.340
0.209 -0.045 0.300
-0.099 -0.105 0.446
-0.103 0.039 -0.187
0.221 -0.554 -0.259
-1.536 1.875 1.936
0.844 0.088 -0.159
-0.379 -0.277 -0.116
0.131 -0.086 -0.330
-0.029 -0.039 -0.193
0.095 -0.169 -0.113
-0.075 -0.064 0.390
0.060 -0.289 -0.187
-0.030 -0.341 0.203
-0.121 0.203 -0.275
0.107 -0.028 -0.152
-0.249 0.144 -0.132
0.221 -0.419 0.340
-0.238 -0.086 0.259
0.095 -0.138 -0.175
0.065 0.345 0.074
0.257 0.358 0.348
-0.380 -0.159 0.089
-0.216 -0.226 -0.040
-0.113 -0.105 -0.126
0.220 0.133 -0.217
-0.075 -0.083 0.153
0.431 0.128 0.082
0.311 0.131 -0.284
-0.021 0.259 -0.295
-0.184 -0.023 -0.167

Orbital gap (spin up / spin down) (eV): 7.2712 / 4.7589
Total charge: +3
Multiplicity: 5
Energy relative to the best compared isomer or geometry (same formula, charge and spin) (kJ/mol): 61.7
Lowest unoccupied orbital energy (spin up / spin down) (eV): -8.71 / -11.22
HOMO level (spin up / spin down) (eV): -15.9775 / -15.9795

[2]
Density functional theory data (ωB97M-V with the def2-TZVPD basis set) for a molecular structure, C38H45N5O3Rh in a non-equilibrium geometry.

Last column: Löwdin charge in e.
Atoms and positions in Å:
Rh  0.128657  -0.091265  1.230306  1.293
O  1.321020  1.487672  1.223275  -0.200
C  1.074702  2.476974  2.042918  -0.351
C  1.178957  3.805809  1.593078  -0.016
C  1.019053  4.867554  2.453528  -0.075
C  0.760035  4.643471  3.811184  -0.096
C  0.627905  3.358886  4.273839  -0.062
C  0.737499  2.240754  3.417033  -0.173
C  0.442421  0.947770  3.928309  -0.056
N  0.383114  -0.151651  3.233861  -0.125
N  -0.060113  -1.264201  3.844210  0.079
C  -0.458052  -2.189782  2.995513  -0.433
O  -0.570795  -1.960235  1.728988  -0.150
C  -0.780909  -3.527871  3.509328  -0.159
C  -0.657936  -4.624777  2.657467  -0.028
C  -0.975034  -5.893510  3.110196  -0.076
C  -1.439054  -6.073117  4.406057  -0.077
C  -1.569411  -4.981099  5.253461  -0.072
C  -1.229952  -3.712995  4.814880  -0.025
H  1.411794  3.952093  0.545779  0.118
H  1.109646  5.880367  2.082673  0.110
H  0.662007  5.483325  4.485829  0.105
H  0.440810  3.173390  5.327001  0.119
H  0.135332  0.845690  4.964707  0.142
H  -0.289609  -4.471498  1.651352  0.109
H  -0.867527  -6.745915  2.452304  0.104
H  -1.681251  -7.066546  4.759554  0.106
H  -1.941481  -5.122724  6.259421  0.106
H  -1.312326  -2.858709  5.472399  0.110
C  2.787491  -4.842745  -3.436723  -0.037
C  3.723284  -4.171683  -2.420956  -0.556
C  4.450521  -5.264648  -1.631769  -0.056
C  4.770559  -3.320609  -3.162291  -0.030
C  2.945157  -3.233079  -1.514755  -0.132
C  3.092818  -3.232103  -0.129846  0.034
C  2.412389  -2.300691  0.633408  -0.061
N  1.604147  -1.401316  0.093936  0.068
C  1.420985  -1.384555  -1.234278  -0.167
C  2.079111  -2.284329  -2.055419  0.066
C  0.495594  -0.355117  -1.722330  -0.170
C  0.518360  0.160027  -3.010153  0.073
C  -0.355689  1.172105  -3.385498  -0.127
C  -1.190479  1.673364  -2.380534  0.025
C  -1.175999  1.103313  -1.129094  -0.063
N  -0.367725  0.089413  -0.804179  0.013
C  -0.433781  1.734124  -4.794430  -0.555
C  0.048982  3.193122  -4.787497  -0.029
C  -1.897417  1.673695  -5.264784  -0.035
C  0.424585  0.931310  -5.775402  -0.056
H  3.357986  -5.550586  -4.037505  0.092
H  2.333828  -4.122159  -4.117672  0.077
H  1.991267  -5.388776  -2.928372  0.097
H  4.928116  -5.952067  -2.328722  0.092
H  3.755133  -5.837886  -1.016392  0.095
H  5.231339  -4.844586  -0.996487  0.088
H  5.386484  -3.962644  -3.792716  0.094
H  5.421297  -2.810214  -2.450601  0.095
H  4.295964  -2.569178  -3.795067  0.084
H  3.736815  -3.939922  0.367935  0.115
H  2.530760  -2.268526  1.708950  0.134
H  1.902832  -2.251803  -3.121168  0.119
H  1.245815  -0.224249  -3.709557  0.111
H  -1.855298  2.502955  -2.573465  0.115
H  -1.838263  1.446657  -0.345941  0.087
H  -0.516574  3.802009  -4.081136  0.083
H  -0.075780  3.619431  -5.783021  0.094
H  1.104286  3.247554  -4.516338  0.094
H  -2.549689  2.294270  -4.651765  0.079
H  -2.267776  0.647674  -5.235030  0.097
H  -1.963957  2.032009  -6.291979  0.093
H  1.486197  1.020724  -5.539375  0.088
H  0.272366  1.313590  -6.783934  0.093
H  0.141913  -0.123082  -5.771909  0.093
O  -1.837671  1.028471  2.012137  -0.014
C  -2.682275  1.924145  2.142156  -0.455
C  -3.895372  2.018228  1.243279  -0.084
C  -3.848678  3.262067  0.312362  -0.165
C  -2.753374  4.275546  0.664427  -0.198
C  -2.998635  5.015853  1.982479  -0.160
C  -3.393034  4.062852  3.120557  -0.146
N  -2.587477  2.850885  3.102142  0.119
H  -4.783456  2.047818  1.875331  0.121
H  -3.943048  1.100755  0.660792  0.120
H  -4.816491  3.765972  0.327700  0.119
H  -3.683168  2.924805  -0.712509  0.094
H  -2.687090  5.015111  -0.135584  0.117
H  -1.784132  3.768050  0.704191  0.097
H  -3.791704  5.755650  1.854669  0.118
H  -2.084894  5.548507  2.254061  0.103
H  -4.445808  3.793325  3.033998  0.118
H  -3.253241  4.546308  4.085247  0.127
H  -1.737908  2.847000  3.647976  0.125

Atomic forces in eV per Å
0.130 -1.856 0.573
-0.208 0.421 -1.291
-0.223 -0.015 0.969
0.124 -0.278 -0.098
-0.022 -0.079 0.265
-0.024 0.432 -0.154
-0.050 -0.679 0.023
0.310 1.295 -0.836
0.012 -1.442 -0.161
-0.252 1.598 -0.584
0.172 -1.630 0.610
0.235 1.435 0.264
-0.310 -0.228 -0.772
-0.313 -0.335 -0.068
0.051 0.131 0.032
-0.013 -0.085 0.027
0.071 0.018 -0.023
-0.006 -0.062 0.041
0.043 0.078 -0.043
0.004 0.032 0.003
0.003 0.008 -0.006
0.022 -0.034 0.030
-0.053 0.048 -0.006
0.217 -0.020 0.120
-0.097 0.007 -0.028
0.013 0.004 -0.004
-0.054 0.007 -0.004
0.035 0.015 0.018
-0.024 0.012 -0.015
-0.011 0.065 0.108
0.129 -0.080 -0.120
-0.103 0.133 -0.018
-0.064 -0.049 0.054
0.056 -0.072 0.162
-0.033 0.100 -0.163
0.119 -0.066 0.269
-1.071 1.215 1.223
0.367 -0.215 -0.057
-0.098 0.160 0.092
-0.213 0.127 -0.064
0.015 -0.204 -0.073
-0.086 0.092 0.196
0.031 -0.196 -0.129
-0.227 0.016 -0.110
0.366 0.823 0.410
0.032 0.036 -0.139
-0.015 -0.103 0.065
0.104 -0.048 0.029
-0.079 0.049 0.131
-0.012 0.005 -0.028
-0.019 -0.015 -0.007
-0.012 -0.023 -0.032
0.016 -0.001 0.002
0.037 -0.039 0.021
-0.003 -0.044 0.047
-0.003 0.012 -0.023
0.031 0.012 -0.032
0.017 0.008 -0.017
0.003 0.010 0.027
-0.087 0.005 -0.002
-0.006 0.025 0.007
-0.043 -0.032 -0.016
-0.060 -0.025 0.010
0.136 0.003 -0.004
-0.018 0.019 -0.020
0.020 0.031 0.001
0.004 0.037 0.001
-0.026 0.007 -0.002
-0.043 0.009 -0.016
-0.006 0.009 -0.006
0.022 -0.042 -0.042
0.035 0.013 -0.009
0.034 -0.017 -0.044
0.905 -0.680 -0.493
-0.154 0.163 0.077
0.051 0.053 -0.068
0.155 0.070 0.068
-0.203 0.082 0.010
0.099 -0.190 0.014
0.009 0.189 -0.244
0.052 -0.077 0.002
-0.006 -0.037 -0.009
0.001 -0.035 0.059
-0.028 -0.052 -0.057
-0.084 -0.003 -0.003
0.067 -0.035 -0.024
0.044 0.050 -0.028
0.007 0.012 0.034
-0.034 0.056 0.027
0.006 -0.009 0.094
-0.058 -0.064 0.030
0.144 -0.040 -0.052

Orbital gap (eV): 6.2013
Total charge: +1
Lowest unoccupied orbital energy (eV): -3.69
HOMO level (eV): -9.8954